Computed, not measured: C3H5NO2 as an isolated structure in a non-equilibrium geometry, with ωB97M-V/def2-TZVPD.

Properties
- orbital gap (eV) = 10.32
- max |F| (eV Å⁻¹) = 3.73
- energy relative to the best compared isomer or geometry (same formula, charge and spin) (kJ/mol) = 384.1
- energy (eV) = -8773.714

```
11
Properties=species:S:1:pos:R:3:forces:R:3:lowdin_charge:R:1
N -0.672 -0.737 -2.218 0.083 0.186 0.373 0.18
C -0.399 -0.420 -1.036 0.091 -0.283 -0.222 -0.52
O 0.439 -1.192 -0.261 0.196 -0.062 -0.257 0.02
C 0.808 -0.412 0.827 2.032 2.799 -1.397 -0.16
C -0.367 0.496 1.033 0.307 0.171 0.413 -0.14
O -0.825 0.656 -0.326 0.001 -0.144 -0.005 0.01
H -1.317 -0.069 -2.633 0.009 -0.067 0.111 0.07
H 1.740 0.484 0.403 -2.268 -0.259 -0.978 0.19
H 1.851 -0.355 1.167 -0.555 -2.326 1.974 0.10
H -1.207 0.095 1.614 0.331 -0.145 -0.030 0.13
H -0.052 1.455 1.429 -0.228 0.129 0.017 0.13
```
Positions in Å, forces in eV/Å.

***

Computed, not measured: C35H53Cl2FeN4O4Si as an isolated structure in a non-equilibrium geometry, with ωB97M-V/def2-TZVPD.

Properties
- orbital gap (alpha / beta) (eV) = 7.04 / 4.39
- multiplicity = 6
- expectation value of S² = 8.775
- max |F| (eV Å⁻¹) = 4.14
- energy (eV) = -118614.613

```
100
Properties=species:S:1:pos:R:3:forces:R:3:mulliken_spin:R:1
C -1.850 -0.395 -4.946 0.355 0.239 -0.380 -0.01
C -1.279 -1.442 -4.034 0.505 -0.840 0.328 0.05
H -1.696 -0.698 -5.997 -0.135 0.307 0.440 0.00
H -1.384 0.592 -4.785 -0.229 -0.277 -0.040 0.00
H -2.936 -0.283 -4.791 0.366 -0.063 0.092 0.00
C -0.608 -2.522 -4.470 -0.593 0.176 0.194 0.00
C -0.146 -2.787 -5.864 0.047 -0.100 -0.367 0.00
H -0.449 -3.360 -3.789 0.207 0.435 -0.063 0.00
H -0.024 -1.866 -6.451 -0.051 -0.364 0.085 0.00
H -0.841 -3.467 -6.382 0.205 0.213 -0.018 0.00
H 0.826 -3.305 -5.826 -0.219 0.159 -0.130 0.00
Fe 0.187 0.833 0.035 -1.680 -1.310 -0.047 4.06
Cl 1.121 3.226 -0.186 0.606 -1.075 1.171 0.06
C -0.337 -2.134 1.450 -0.048 0.391 -0.212 -0.01
O 0.408 -1.230 1.000 -0.279 -0.132 0.200 0.07
N 0.055 -3.040 2.351 0.139 -0.058 -0.233 0.00
C 1.424 -3.063 2.866 -0.315 -0.085 0.008 0.00
C -0.845 -4.089 2.838 0.061 0.050 -0.118 0.00
H -1.394 -2.239 1.126 0.639 0.044 0.119 0.00
H 1.996 -2.255 2.397 -0.168 -0.257 0.185 0.00
H 1.875 -4.044 2.639 -0.054 0.351 0.052 0.00
H 1.398 -2.937 3.961 0.088 0.027 -0.363 0.00
H -1.864 -3.922 2.461 0.390 0.025 0.123 0.00
H -0.863 -4.080 3.938 -0.024 0.075 -0.342 0.00
H -0.494 -5.079 2.497 -0.105 0.353 0.085 0.00
H 0.748 3.379 5.426 0.017 -0.137 -0.107 0.00
H -0.839 4.985 4.634 -0.037 -0.141 -0.213 0.00
C 1.112 3.231 4.405 0.061 0.106 0.027 0.00
C -0.682 4.727 3.581 -0.257 0.199 -0.151 0.00
N 0.009 3.451 3.482 0.301 -0.280 -0.220 0.00
H 1.504 2.221 4.285 -0.075 0.150 -0.030 0.00
C -0.197 2.668 2.421 0.450 -0.816 -0.459 0.00
O 0.513 1.671 2.103 -0.728 1.006 0.411 0.05
H -1.650 4.652 3.072 0.197 0.069 0.149 0.00
H -1.081 2.959 1.822 0.418 -0.170 0.222 0.01
H 1.914 3.962 4.239 -0.089 -0.158 -0.107 0.00
H -0.104 5.538 3.107 -0.085 -0.296 0.147 0.00
H 1.099 -0.046 -3.945 0.271 0.144 0.202 0.00
H 2.116 -2.680 -3.784 0.159 0.151 0.206 0.00
C 2.113 0.124 -3.554 -0.291 0.057 -0.355 0.00
C 2.926 -2.189 -3.224 -0.083 0.006 0.008 0.00
N 2.450 -0.945 -2.628 0.500 0.082 1.094 0.01
H 2.154 1.094 -3.053 -0.020 -0.284 -0.094 0.00
C 2.377 -0.794 -1.296 -0.228 0.324 -1.073 0.00
O 2.014 0.270 -0.739 -0.063 -0.677 -0.113 0.05
H 3.285 -2.858 -2.435 -0.066 0.078 -0.210 0.00
H 2.674 -1.702 -0.739 -0.139 0.461 0.049 0.00
H 2.817 0.080 -4.394 -0.038 0.116 0.230 0.00
H 3.740 -1.967 -3.925 -0.119 -0.080 0.251 0.00
O -0.668 -0.328 -2.017 1.466 1.046 0.819 0.39
C -1.512 -1.244 -2.522 -1.196 -1.370 0.850 -0.09
C -0.030 -2.973 -1.537 0.457 -0.513 -0.205 -0.01
C -1.331 -2.513 -1.685 -0.425 0.025 -0.498 0.02
H 0.767 -2.355 -1.957 -0.520 -0.384 0.301 0.00
C 0.238 -4.227 -0.997 -0.339 0.370 -0.041 0.00
H -2.576 -0.941 -2.448 -0.103 0.027 0.169 0.01
C -2.388 -3.218 -1.113 0.251 -0.220 -0.286 0.01
H 1.272 -4.580 -0.958 -0.367 -0.071 0.086 0.00
C -0.839 -5.005 -0.556 0.013 -0.055 0.214 0.00
C -2.142 -4.492 -0.582 0.012 0.018 0.140 0.00
H -3.383 -2.762 -1.138 0.210 -0.390 -0.039 0.00
H -0.641 -6.005 -0.160 -0.187 0.254 -0.108 0.00
H -2.974 -5.096 -0.198 0.380 0.262 -0.110 0.00
Si -0.093 4.032 -1.867 -1.158 2.365 -3.198 0.01
Cl -0.369 2.042 -2.559 0.298 0.930 0.586 0.04
C 1.502 4.910 -2.477 0.347 0.330 0.453 0.00
C -1.407 4.716 -0.695 -0.223 0.017 0.546 0.00
C -1.044 4.768 -3.446 -0.051 -0.787 0.201 0.00
H 2.180 4.178 -2.947 -0.231 0.134 0.144 0.00
H 2.064 5.378 -1.654 -0.031 -0.146 -0.200 0.00
H 1.271 5.692 -3.221 0.060 -0.390 0.311 0.00
H -0.420 4.617 -4.336 -0.211 0.105 -0.017 0.00
H -1.226 5.844 -3.305 0.005 -0.203 -0.101 0.00
H -1.999 4.234 -3.598 0.129 0.365 -0.043 0.00
H -1.765 3.992 0.046 0.065 0.039 -0.036 0.00
H -2.281 5.053 -1.263 0.200 -0.189 0.042 0.00
H -1.049 5.596 -0.147 0.182 -0.108 0.022 0.00
C -5.103 3.033 -0.564 0.044 0.304 -0.084 0.01
C -4.180 2.355 -1.375 -0.360 0.000 0.124 -0.02
C -3.215 1.535 -0.810 0.023 -0.148 0.417 -0.01
C -3.095 1.425 0.597 -1.111 0.634 -0.960 0.03
C -4.007 2.168 1.397 0.353 -0.128 0.104 0.04
C -4.999 2.963 0.831 0.101 -0.277 -0.439 -0.01
N -2.078 0.676 1.134 2.021 -0.026 -0.546 0.11
C -2.360 -0.121 2.215 0.009 -0.324 0.963 -0.02
C -1.415 -0.315 3.263 -0.244 0.576 -0.068 0.05
C -1.735 -1.004 4.422 -0.342 -0.311 -0.292 -0.03
C -2.971 -1.647 4.520 0.005 -0.101 0.365 0.05
C -3.891 -1.560 3.471 0.167 0.011 0.015 -0.02
C -3.599 -0.806 2.345 0.137 0.250 -0.296 0.06
H -5.891 3.639 -1.019 0.309 -0.165 0.125 0.00
H -4.229 2.442 -2.466 -0.069 -0.030 0.426 0.00
H -2.547 0.930 -1.430 -0.157 0.397 0.248 -0.01
H -3.911 2.116 2.485 -0.031 -0.047 -0.281 0.00
H -5.699 3.517 1.471 0.339 -0.266 -0.297 0.00
H -0.449 0.169 3.187 -0.159 -0.128 -0.036 0.01
H -1.012 -1.046 5.244 -0.264 -0.062 -0.299 0.00
H -3.214 -2.207 5.421 -0.026 0.087 -0.184 0.00
H -4.849 -2.081 3.532 0.271 0.151 0.033 0.00
H -4.321 -0.710 1.529 0.184 -0.056 0.328 0.00
```
Positions in Å, forces in eV/Å.

***

Computed, not measured: a 2-piece molecular cluster, C3H9S overall in a non-equilibrium geometry, with ωB97M-V/def2-TZVPD.

Properties
- total charge = -1
- orbital gap (eV) = 5.26
- max |F| (eV Å⁻¹) = 4.59
- energy relative to the best compared isomer or geometry (same formula, charge and spin) (kJ/mol) = 159.9
- energy (eV) = -14091.500

```
13
Properties=species:S:1:pos:R:3:forces:R:3:lowdin_charge:R:1
C 0.957 0.358 2.346 2.046 4.101 0.151 -0.15
C 2.486 0.439 2.804 -3.163 0.508 -1.059 -0.17
H 0.956 1.071 1.425 -0.597 -1.726 1.277 0.08
H 0.376 0.958 3.163 0.424 -1.820 -1.497 0.09
H 0.769 -0.660 2.091 -1.086 -0.370 0.022 0.04
H 3.020 -0.321 2.331 1.463 -0.364 -1.926 0.04
H 2.766 1.476 2.780 0.891 0.073 -0.213 0.06
H 2.549 0.042 3.742 0.018 -0.396 3.265 0.01
C -0.602 -0.219 -0.917 -1.599 -2.293 1.026 -0.80
S -1.631 -0.330 -2.456 0.574 0.105 0.110 -0.12
H -1.377 -0.049 -0.106 1.163 0.124 -0.488 -0.03
H -0.156 -1.275 -0.634 -0.374 2.024 -0.602 0.01
H 0.144 0.566 -0.896 0.239 0.034 -0.066 -0.05
```
Positions in Å, forces in eV/Å.

***

Computed, not measured: C24H40N4O4S in the gas phase in a non-equilibrium geometry, with ωB97M-V/def2-TZVPD.

Properties
- orbital gap (eV) = 8.68
- structure (SMILES) = CCCCN(CCCNC(=O)C1CCN(S(=O)(=O)N2CCOCC2)CC1)Cc1ccccc1
- max |F| (eV Å⁻¹) = 1.05
- energy relative to the best compared isomer or geometry (same formula, charge and spin) (kJ/mol) = 23.0
- energy (eV) = -50523.109

```
73
Properties=species:S:1:pos:R:3:forces:R:3:lowdin_charge:R:1
C 4.427 0.104 -6.676 -0.222 0.075 -0.058 -0.11
C 3.108 0.768 -6.298 0.163 0.059 0.188 -0.27
C 2.780 0.653 -4.809 -0.190 -0.204 -0.171 -0.21
C 2.514 -0.800 -4.378 0.193 0.210 0.014 -0.19
N 1.965 -1.007 -3.055 0.119 -0.001 0.139 -0.18
C 0.527 -1.020 -2.927 -0.164 0.160 -0.049 -0.18
C -0.220 0.311 -3.129 -0.071 -0.379 0.091 -0.16
C -1.708 0.160 -2.822 0.077 0.139 -0.272 -0.17
N -1.949 -0.178 -1.439 0.271 0.417 -0.090 0.07
C -2.580 -1.308 -1.064 -0.191 -0.163 0.710 -0.48
O -3.022 -2.119 -1.852 -0.136 -0.334 -0.290 0.06
C -2.715 -1.481 0.450 0.072 0.099 -0.182 -0.21
C -1.338 -1.592 1.114 -0.191 -0.161 0.149 -0.13
C -1.490 -1.681 2.631 0.621 -0.241 -0.250 -0.18
N -2.228 -0.545 3.156 0.500 0.831 0.301 -0.22
S -1.351 0.872 3.166 -0.842 -0.098 0.533 0.64
O -0.086 0.573 3.767 0.159 -0.212 0.124 -0.27
O -1.326 1.546 1.897 -0.082 0.220 -0.082 -0.27
N -2.345 1.753 4.175 0.522 -0.534 -0.745 -0.23
C -2.300 3.196 4.017 0.310 0.495 -0.135 -0.16
C -1.113 3.787 4.781 -0.192 0.049 -0.242 -0.18
O -1.160 3.417 6.141 -0.090 0.133 0.134 -0.12
C -1.106 2.014 6.289 -0.077 -0.273 0.014 -0.19
C -2.275 1.338 5.565 0.246 -0.093 0.579 -0.16
C -3.553 -0.426 2.578 -0.568 0.311 -0.355 -0.18
C -3.521 -0.324 1.054 -0.051 -0.178 0.121 -0.13
C 2.674 -0.333 -1.985 -0.051 -0.093 -0.143 -0.16
C 2.448 -1.014 -0.660 0.007 0.096 0.083 -0.22
C 2.575 -2.395 -0.566 0.001 0.022 0.009 -0.04
C 2.401 -3.034 0.648 0.020 -0.095 -0.028 -0.08
C 2.105 -2.298 1.784 -0.015 0.041 0.124 -0.10
C 1.972 -0.923 1.700 0.025 -0.039 0.133 -0.09
C 2.136 -0.288 0.480 0.047 -0.006 -0.104 -0.04
H 5.240 0.502 -6.073 0.132 0.009 0.057 0.07
H 4.656 0.291 -7.723 0.095 -0.043 -0.082 0.07
H 4.380 -0.971 -6.527 0.085 -0.129 -0.003 0.06
H 2.299 0.324 -6.882 -0.072 0.060 -0.041 0.11
H 3.160 1.828 -6.561 -0.076 -0.026 -0.060 0.10
H 3.611 1.060 -4.229 0.008 0.073 0.070 0.11
H 1.901 1.263 -4.599 0.006 0.040 0.092 0.09
H 3.461 -1.351 -4.418 -0.041 -0.011 -0.140 0.12
H 1.828 -1.265 -5.090 0.030 -0.057 -0.065 0.13
H 0.138 -1.750 -3.643 -0.069 -0.029 0.064 0.13
H 0.301 -1.393 -1.924 -0.097 -0.051 -0.091 0.11
H -0.121 0.644 -4.163 0.037 0.096 -0.004 0.10
H 0.205 1.076 -2.475 0.068 0.136 -0.038 0.11
H -2.141 -0.648 -3.417 -0.008 0.140 0.026 0.12
H -2.230 1.095 -3.061 0.003 -0.148 -0.056 0.12
H -1.576 0.444 -0.739 -0.071 -0.088 0.067 0.13
H -3.260 -2.418 0.611 0.043 0.065 -0.124 0.15
H -0.731 -0.713 0.891 0.081 -0.105 -0.089 0.09
H -0.811 -2.472 0.741 0.076 0.030 -0.030 0.13
H -2.031 -2.587 2.917 0.020 0.063 0.055 0.14
H -0.514 -1.675 3.115 -0.034 -0.252 -0.033 0.10
H -3.238 3.604 4.406 0.055 -0.047 -0.052 0.13
H -2.218 3.402 2.950 -0.095 0.216 0.071 0.12
H -0.179 3.426 4.323 -0.020 0.106 0.034 0.13
H -1.137 4.878 4.760 0.036 -0.072 -0.103 0.13
H -1.152 1.821 7.362 0.010 -0.085 -0.079 0.13
H -0.163 1.627 5.880 -0.090 0.063 0.147 0.11
H -2.158 0.255 5.571 -0.103 -0.016 0.256 0.12
H -3.222 1.613 6.041 0.050 -0.071 -0.030 0.13
H -4.122 -1.307 2.892 0.035 0.055 0.044 0.13
H -4.008 0.465 3.013 -0.204 -0.173 -0.044 0.12
H -3.065 0.630 0.790 -0.166 -0.059 -0.064 0.09
H -4.540 -0.341 0.664 -0.021 0.039 -0.014 0.13
H 3.743 -0.395 -2.222 -0.021 0.111 -0.012 0.13
H 2.417 0.735 -1.897 0.106 -0.044 0.024 0.12
H 2.804 -2.959 -1.458 0.004 -0.073 -0.112 0.12
H 2.502 -4.108 0.710 0.014 -0.086 0.002 0.10
H 1.978 -2.797 2.734 -0.016 -0.048 0.095 0.10
H 1.721 -0.343 2.576 0.003 0.028 0.061 0.08
H 2.023 0.786 0.421 -0.014 0.129 -0.044 0.11
```
Positions in Å, forces in eV/Å.

***

Computed, not measured: an isolated ion of composition C4HNO5 and charge -2 in a non-equilibrium geometry, with ωB97M-V/def2-TZVPD.

Properties
- total charge = -2
- orbital gap (eV) = 7.75
- structure (SMILES) = N#CC(O)(C(=O)[O-])C(=O)[O-]
- max |F| (eV Å⁻¹) = 4.98
- energy relative to the best compared isomer or geometry (same formula, charge and spin) (kJ/mol) = 0.0
- energy (eV) = -15890.936

```
11
Properties=species:S:1:pos:R:3:forces:R:3:lowdin_charge:R:1
N -1.786 2.457 -1.248 0.467 -1.177 0.450 0.10
C -1.428 1.476 -0.727 -1.271 2.393 -1.449 -0.23
C -0.999 0.329 -0.061 2.742 -4.090 -0.767 -0.16
O 0.352 -0.148 -0.967 -1.742 3.201 2.808 -0.10
C -0.681 0.600 1.472 2.181 -2.167 -2.695 -0.79
O -1.441 1.406 1.898 -2.430 2.991 2.354 0.01
O 0.242 -0.073 1.925 0.672 -0.343 0.927 -0.04
C -2.025 -1.020 0.006 1.150 -0.103 -2.609 -0.67
O -1.800 -1.935 -0.826 1.121 0.539 -0.350 -0.09
O -2.928 -0.995 0.791 -1.619 0.859 2.143 0.01
H 0.008 -0.898 -1.388 -1.271 -2.103 -0.813 -0.03
```
Positions in Å, forces in eV/Å.

***

Computed, not measured: a 3-piece molecular cluster, C22H32N3O2PS2 overall in a non-equilibrium geometry, with ωB97M-V/def2-TZVPD.

Properties
- orbital gap (eV) = 8.30
- structure (SMILES) = CCP(CC)c1cc(S)cc2c1Nc1ccccc1S2.CN(C)C=O.CN(C)C=O
- max |F| (eV Å⁻¹) = 1.74
- energy (eV) = -62857.807

```
62
Properties=species:S:1:pos:R:3:forces:R:3:lowdin_charge:R:1
C 1.564 1.614 0.751 -0.079 0.073 0.174 -0.15
C 0.270 0.804 0.608 -0.352 0.818 -0.097 -0.40
P -0.219 0.457 -1.143 0.974 -1.336 -0.528 1.01
C 0.232 1.928 -2.148 -0.598 0.424 0.595 -0.44
C -0.235 1.797 -3.588 0.303 0.175 -0.166 -0.16
C -2.037 0.231 -1.099 -0.205 0.296 0.166 -0.30
C -2.451 -1.102 -1.044 -0.283 0.095 -0.012 -0.14
C -3.800 -1.448 -0.988 0.203 0.262 -0.290 -0.62
S -4.235 -3.165 -0.851 -0.105 -0.292 0.262 0.77
C -4.760 -0.446 -0.998 0.306 -0.061 0.063 -0.12
C -4.359 0.884 -1.069 -0.249 0.240 0.103 -0.44
C -3.013 1.242 -1.116 0.315 -0.543 -0.037 -0.25
N -2.588 2.598 -1.162 -0.508 -0.042 0.130 0.06
C -3.371 3.535 -0.431 0.117 0.547 0.169 -0.26
C -2.716 4.601 0.180 -0.059 0.046 0.029 -0.02
C -3.410 5.581 0.880 0.041 -0.442 -0.379 -0.08
C -4.792 5.488 0.990 0.417 -0.014 -0.098 -0.09
C -5.455 4.421 0.404 0.028 0.103 0.115 -0.10
C -4.754 3.455 -0.312 0.010 -0.200 0.039 -0.46
S -5.621 2.133 -1.100 0.026 -0.014 -0.107 1.04
H 1.498 2.217 1.653 0.119 0.028 0.166 0.07
H 2.447 0.989 0.840 0.085 -0.141 -0.109 0.06
H 1.734 2.307 -0.066 -0.013 0.042 -0.113 0.05
H -0.541 1.348 1.092 -0.089 0.047 0.088 0.07
H 0.379 -0.140 1.133 -0.134 -0.224 -0.050 0.06
H 1.314 2.011 -2.122 0.205 -0.303 -0.030 0.06
H -0.157 2.839 -1.692 0.040 0.127 -0.073 0.06
H -0.021 0.811 -3.993 -0.058 -0.159 0.011 0.07
H -1.291 2.013 -3.730 -0.190 -0.125 0.075 0.06
H 0.316 2.510 -4.196 -0.011 0.098 -0.147 0.07
H -1.724 -1.899 -1.044 0.206 -0.004 -0.070 0.08
H -4.699 -3.406 -2.087 0.057 0.245 -0.042 -0.13
H -5.803 -0.712 -0.946 -0.157 0.084 0.037 0.10
H -2.412 2.911 -2.108 0.115 0.021 -0.042 0.13
H -1.642 4.663 0.081 0.114 -0.049 0.014 0.11
H -2.848 6.392 1.312 -0.081 0.178 0.145 0.10
H -5.322 6.252 1.533 -0.252 0.020 0.070 0.10
H -6.527 4.346 0.509 -0.147 -0.104 -0.051 0.10
C 4.342 -2.710 -0.333 0.316 0.159 -0.156 -0.06
N 4.613 -1.552 -1.168 -0.080 -0.094 0.054 -0.19
C 5.979 -1.257 -1.560 -0.131 0.076 -0.041 -0.04
C 3.629 -0.741 -1.591 -0.202 0.103 0.026 -0.37
O 3.787 0.247 -2.287 0.056 0.016 0.011 -0.01
H 4.871 -2.624 0.615 -0.046 -0.105 0.044 0.08
H 4.671 -3.620 -0.837 -0.043 -0.077 0.100 0.09
H 3.277 -2.790 -0.133 -0.023 0.031 -0.026 0.07
H 6.268 -0.268 -1.203 0.048 -0.004 -0.025 0.09
H 6.069 -1.263 -2.647 0.054 0.015 0.004 0.09
H 6.645 -2.005 -1.137 -0.021 -0.026 0.021 0.08
H 2.631 -1.050 -1.233 -0.004 -0.006 -0.041 0.11
C 1.640 -4.150 4.717 -0.060 0.022 -0.194 -0.06
N 2.172 -4.236 3.372 -0.073 0.027 0.097 -0.20
C 1.285 -4.009 2.242 0.162 -0.048 -0.011 -0.03
C 3.466 -4.520 3.130 0.083 -0.053 0.015 -0.34
O 3.958 -4.606 2.021 -0.055 0.021 0.001 0.01
H 0.845 -4.885 4.857 -0.003 0.014 0.069 0.09
H 1.233 -3.153 4.900 -0.010 -0.015 0.069 0.09
H 2.428 -4.344 5.441 0.028 -0.006 -0.011 0.08
H 1.259 -4.890 1.601 -0.031 0.027 -0.034 0.10
H 1.642 -3.167 1.648 -0.052 0.006 -0.025 0.08
H 0.283 -3.795 2.605 -0.002 0.001 0.034 0.09
H 4.055 -4.673 4.049 -0.019 0.002 0.008 0.13
```
Positions in Å, forces in eV/Å.